The following is a DFT calculation (the ωB97M-V functional and the def2-TZVPD basis) of a cluster of 4 separate species, C24H47FO10S in total in a non-equilibrium geometry.

```
83
Properties=species:S:1:pos:R:3
C 1.713 -2.455 2.122
O 2.427 -2.934 1.002
C 2.193 -2.226 -0.201
C 2.963 -0.905 -0.316
C 2.108 0.358 -0.499
C 1.724 1.054 0.817
C 0.303 1.644 0.797
C -0.765 0.568 0.924
C -2.189 1.121 0.941
C -3.240 0.008 0.747
C -4.283 0.408 -0.306
C -5.412 -0.596 -0.465
F -6.461 0.038 -1.119
C -5.907 -1.167 0.849
O -5.555 -0.357 1.981
S -3.998 -0.458 2.312
O -3.720 0.492 3.336
O -3.675 -1.834 2.562
H 0.860 -1.839 1.819
H 2.360 -1.844 2.756
H 1.327 -3.304 2.683
H 2.526 -2.910 -0.981
H 1.114 -2.087 -0.339
H 3.610 -0.979 -1.193
H 3.628 -0.775 0.536
H 2.734 1.066 -1.042
H 1.228 0.139 -1.108
H 1.728 0.301 1.611
H 2.433 1.840 1.040
H 0.208 2.364 1.615
H 0.176 2.207 -0.133
H -0.602 0.041 1.866
H -0.677 -0.116 0.077
H -2.386 1.642 1.877
H -2.334 1.854 0.144
H -2.748 -0.903 0.407
H -4.677 1.402 -0.103
H -3.746 0.442 -1.255
H -5.092 -1.414 -1.112
H -5.578 -2.197 0.974
H -6.994 -1.185 0.805
C -8.338 -4.983 1.723
C -8.989 -4.668 0.392
O -8.050 -4.153 -0.557
C -7.303 -4.936 -1.363
C -7.218 -6.417 -1.078
O -6.675 -4.416 -2.241
H -7.597 -5.777 1.630
H -9.090 -5.299 2.445
H -7.831 -4.101 2.113
H -9.520 -5.527 -0.020
H -9.721 -3.872 0.513
H -6.420 -6.588 -0.357
H -6.964 -6.922 -2.005
H -8.141 -6.849 -0.698
C 7.664 4.453 2.543
C 6.255 4.608 2.009
O 5.849 3.480 1.227
C 5.283 2.383 1.764
C 5.318 2.183 3.260
O 4.811 1.563 1.024
H 7.741 3.614 3.234
H 7.970 5.358 3.067
H 8.358 4.272 1.722
H 5.534 4.806 2.803
H 6.206 5.451 1.322
H 6.250 1.683 3.523
H 4.488 1.535 3.531
H 5.231 3.103 3.833
C 4.815 2.128 -2.802
C 3.911 2.087 -4.015
O 3.646 3.394 -4.536
C 4.447 3.999 -5.436
C 5.819 3.425 -5.705
O 4.070 5.013 -5.953
H 5.803 2.518 -3.048
H 4.934 1.128 -2.382
H 4.391 2.775 -2.035
H 4.300 1.432 -4.796
H 2.932 1.698 -3.737
H 6.519 3.835 -4.978
H 6.126 3.741 -6.698
H 5.862 2.339 -5.667
```

Calculated values
HOMO   -9.5 eV
Multiplicity   1
HOMO-LUMO gap   10.001 eV